Record 1
53
Properties=species:S:1:pos:R:3:forces:R:3:mulliken_charge:R:1 method="wB97M-V/def2-TZVPD" homo_energy_ev=-10.9 orbital_gap_ha=0.2933 charge=+1 de_lowest_kj_mol=20.7
Be 0.4518 -0.1728 -0.5271 -0.54 -0.26 0.11 -0.58
C -0.7348 3.3476 -2.7639 0.00 0.01 0.02 -1.14
C -1.0766 3.1440 -1.3191 -0.03 -0.05 -0.03 0.62
N -1.9336 3.9587 -0.7498 -0.05 0.03 0.11 -0.65
C -2.2421 3.8111 0.5544 -0.01 0.04 -0.16 -1.08
C -1.6659 2.8680 1.3615 -0.02 -0.10 0.07 0.31
C -2.0200 2.7774 2.8196 0.04 0.02 0.01 -0.86
O -2.2001 1.4056 3.1779 -0.09 0.01 -0.04 -0.53
C -0.7500 1.9714 0.7714 0.07 -0.02 0.15 0.60
C 0.0775 1.1125 1.5865 0.07 0.17 -0.10 -0.07
N 0.8009 0.1523 1.1133 0.06 0.19 0.01 0.54
C 1.7878 -0.3965 1.9887 -0.42 -0.17 0.14 -0.50
C 1.4057 -0.9303 3.2157 -0.08 -0.14 0.01 -0.13
C 2.3490 -1.4734 4.0722 0.04 0.03 -0.06 -0.83
C 3.6876 -1.4867 3.7039 -0.03 0.03 -0.08 -0.60
C 4.0743 -0.9458 2.4858 -0.01 -0.05 0.11 -0.39
C 3.1246 -0.4001 1.6311 0.39 0.09 -0.04 0.20
I 3.7735 0.4995 -0.1348 0.03 0.01 -0.04 0.13
C -0.4845 2.0681 -0.6011 0.07 -0.02 -0.09 0.58
O 0.2914 1.2110 -1.2343 0.15 0.00 0.01 -0.53
H -1.4555 4.0260 -3.2127 0.00 0.00 0.00 0.41
H 0.2621 3.7823 -2.8615 0.02 -0.02 0.00 0.29
H -0.7221 2.4022 -3.3065 -0.03 0.00 -0.02 0.21
H -2.9809 4.4989 0.9478 -0.02 0.01 0.00 0.37
H -1.2246 3.2206 3.4310 0.01 -0.01 0.01 0.32
H -2.9284 3.3542 3.0001 0.00 0.02 -0.02 0.45
H -2.8017 1.3538 3.9270 0.06 0.01 0.01 0.33
H 0.1914 1.3715 2.6353 -0.03 0.00 0.04 0.79
H 0.3542 -0.9408 3.4770 0.00 0.03 0.00 0.56
H 2.0370 -1.8880 5.0208 0.00 -0.01 0.00 0.41
H 4.4336 -1.9111 4.3616 0.00 0.00 0.01 0.41
H 5.1174 -0.9316 2.2028 0.01 -0.01 0.00 0.42
C -3.5188 -0.7743 -1.1196 -0.04 0.00 -0.03 -1.45
C -2.0508 -0.7680 -1.4101 0.01 -0.02 -0.10 0.75
O -1.2371 -0.7361 -0.4725 0.26 0.07 0.11 -0.51
N -1.6731 -0.8356 -2.6927 -0.03 0.00 0.03 0.05
C -0.2881 -0.8695 -3.1781 0.01 -0.05 -0.06 -0.95
C 0.5436 -1.9364 -2.5021 -0.14 0.07 0.11 0.80
C 0.7417 -3.1720 -3.0850 0.04 0.00 -0.04 -0.98
C 1.4541 -4.1430 -2.3975 0.01 -0.03 0.00 -0.33
C 1.9405 -3.8492 -1.1373 0.02 -0.02 0.01 -0.99
C 1.7155 -2.5896 -0.6162 0.07 0.06 -0.12 0.07
N 1.0441 -1.6462 -1.2850 0.06 0.11 -0.09 0.73
H -3.6907 -0.2335 -0.1928 0.00 0.01 0.00 0.32
H -3.8478 -1.8056 -0.9830 0.00 0.00 0.01 0.33
H -4.0991 -0.3263 -1.9245 0.00 -0.02 0.00 0.43
H -2.4040 -0.8204 -3.3857 0.03 -0.02 0.02 0.28
H 0.1679 0.1092 -3.0420 0.03 0.00 -0.02 0.01
H -0.3351 -1.0818 -4.2436 -0.01 -0.01 0.01 0.71
H 0.3418 -3.3692 -4.0699 -0.01 0.00 0.00 0.45
H 1.6190 -5.1161 -2.8400 0.00 0.00 0.00 0.43
H 2.4892 -4.5772 -0.5580 0.01 0.00 0.00 0.47
H 2.0881 -2.3189 0.3610 -0.01 0.00 0.02 0.33

=====

Record 2
54
Properties=species:S:1:pos:R:3:forces:R:3:mulliken_charge:R:1 method="wB97M-V/def2-TZVPD" homo_energy_ev=-1.4 orbital_gap_ha=0.1939 charge=-2
C 1.7594 2.2664 2.3155 0.03 0.14 -0.02 -0.61
C 1.4284 2.6348 0.8968 -0.12 0.36 -0.06 0.29
O 1.1823 3.7876 0.6268 0.26 0.01 -0.13 -0.60
N 1.4620 1.6849 -0.1862 -0.05 -0.10 0.69 0.57
C 2.7057 1.5897 -0.8492 0.10 0.42 -0.29 0.56
C 3.9298 1.1727 -0.0690 0.00 0.12 0.02 -0.40
O 2.8058 1.8249 -2.0363 -0.09 -0.33 0.01 -0.70
C 0.6606 0.4449 -0.2523 0.16 -1.11 -0.96 -0.38
O -0.6138 0.6245 -0.7923 0.08 0.65 0.76 -0.70
P -1.7339 0.9632 0.5112 -0.31 0.99 -0.56 -0.39
P -2.9290 -0.9966 0.4525 -0.11 -0.58 0.70 0.12
O -4.3911 -0.3169 0.0296 0.14 0.02 0.25 -0.33
Br -2.3986 -2.2033 -1.4268 0.08 0.08 -0.33 -0.37
O -0.6479 0.2810 1.6776 0.10 -0.02 -0.26 0.03
C 0.3857 -0.4019 0.9808 -0.37 0.06 0.42 0.75
C 1.6052 -0.9598 1.7385 0.51 -0.20 -0.11 -0.26
O 2.3731 -1.5758 0.9514 0.05 0.21 -0.06 -0.77
O 1.7447 -0.8143 2.9636 -0.23 0.17 0.16 -0.63
H 2.1983 3.1462 2.7856 0.05 0.09 -0.07 0.52
H 2.4281 1.4178 2.4094 -0.21 -0.19 0.05 0.39
H 0.8301 2.0673 2.8462 -0.01 -0.31 -0.16 -0.34
H 4.5963 0.7169 -0.7966 0.13 -0.04 0.30 -0.23
H 4.4313 2.0444 0.3597 -0.09 0.11 -0.01 0.26
H 3.6898 0.4730 0.7296 -0.02 -0.13 -0.10 0.16
H 1.2336 -0.2160 -0.9077 -0.02 0.14 -0.20 0.42
H -1.2420 2.2976 0.6751 0.16 -0.10 0.09 0.00
H -2.7243 1.2251 1.5610 -0.04 -0.31 0.04 0.06
H -2.6827 1.4638 -0.4944 0.05 -0.15 0.08 0.12
H -4.2990 0.6250 0.2774 -0.01 0.06 -0.47 0.27
H -0.0462 -1.3033 0.5286 0.01 -0.12 0.03 0.25
Cl 5.7355 -0.9884 -2.3984 0.13 -0.09 -0.13 -0.21
C 5.5507 0.5205 -3.3302 -0.09 0.08 0.07 -0.09
C 5.4710 0.2731 -4.8105 -0.13 0.05 0.01 -0.49
Cl 7.0239 -0.2969 -5.5083 0.01 -0.01 -0.02 -0.24
H 6.3839 1.1734 -3.0796 0.04 -0.05 -0.01 0.32
H 4.6208 0.9856 -2.9932 -0.02 0.00 -0.03 0.05
H 5.2228 1.2016 -5.3208 0.03 0.01 0.01 0.32
H 4.7144 -0.4703 -5.0444 0.05 -0.05 0.00 0.35
Cl -6.3251 -2.2837 -5.3324 -0.01 0.01 -0.02 -0.20
C -5.9704 -3.7374 -4.3571 0.03 -0.16 -0.02 -0.40
C -6.6312 -3.6930 -3.0022 0.01 0.03 0.12 -0.54
Cl -5.9058 -2.4691 -1.9463 -0.19 0.06 -0.01 -0.09
H -4.8905 -3.8179 -4.2616 0.01 0.10 0.02 0.32
H -6.3432 -4.5903 -4.9234 -0.02 0.01 0.00 0.28
H -6.4978 -4.6574 -2.5119 0.02 -0.03 -0.05 0.26
H -7.6969 -3.4910 -3.0932 0.00 0.02 -0.03 0.34
Cl -2.9199 1.3995 4.4439 -0.06 0.06 0.04 -0.22
C -2.1395 -0.0047 5.2106 -0.05 -0.14 0.04 -0.42
C -0.9621 0.4167 6.0519 0.15 -0.01 0.09 -0.55
Cl 0.4041 0.9498 5.0557 -0.10 0.05 0.30 -0.05
H -1.8447 -0.7018 4.4282 0.04 0.14 -0.11 0.22
H -2.8935 -0.4705 5.8456 0.01 -0.01 0.00 0.39
H -0.6020 -0.4292 6.6384 -0.09 -0.06 -0.04 0.29
H -1.2460 1.2176 6.7329 0.02 0.03 -0.03 0.31

=====

Record 3
11
Properties=species:S:1:pos:R:3:forces:R:3:mulliken_charge:R:1 method="wB97M-V/def2-TZVPD" homo_energy_ev="-8.4 / -8.4" orbital_gap_ha="0.2842 / 0.2842" charge=0 de_lowest_kj_mol=734.6
C 1.8877 -1.8146 1.5390 -0.81 -1.01 -2.96 -0.51
C 1.4345 -1.2265 0.5288 -2.86 -0.01 -1.70 0.27
C -0.1549 0.3886 -0.2453 -2.01 1.11 -0.41 0.52
C -1.0687 0.6761 -1.4087 0.54 1.43 -0.77 -0.91
N -0.2033 0.6434 2.1056 -0.83 0.88 -1.07 -0.62
N -0.4771 0.7485 0.9760 1.61 -1.80 1.22 0.40
O 0.5283 -0.7862 -0.4203 2.99 -2.08 1.58 -0.26
H 1.9706 -0.9232 2.0413 1.28 2.37 3.05 0.31
H -1.8839 1.3584 -1.0436 0.99 -0.31 -0.59 0.29
H -1.5967 -0.2067 -1.8074 0.50 0.08 0.31 0.28
H -0.4365 1.1422 -2.2653 -1.39 -0.64 1.33 0.23

=====

Record 4
93
Properties=species:S:1:pos:R:3:forces:R:3:mulliken_charge:R:1 method="wB97M-V/def2-TZVPD" homo_energy_ev=-7.7 orbital_gap_ha=0.2789 charge=0
Zn -0.2847 -0.3535 1.0763 0.92 -1.42 -0.90 0.92
Cl -1.7423 -4.1378 2.2225 0.09 0.43 -0.22 -0.77
Cl 0.8689 0.5686 -0.8843 -0.45 -0.78 0.27 -0.76
C -2.5413 3.5377 4.9648 0.22 -0.32 -0.12 -0.51
C -4.0253 3.4628 4.7234 -1.16 0.57 0.03 -0.36
O -4.5920 4.7412 4.3682 0.51 -0.58 -0.07 -0.54
O -1.6926 2.9353 3.9402 -0.67 0.55 0.53 -0.39
H -2.3108 3.0579 5.9160 0.11 -0.01 0.06 0.31
H -2.2680 4.5920 5.0082 -0.14 0.09 0.29 0.41
H -4.5496 3.2024 5.6429 0.20 -0.03 0.08 0.30
H -4.3522 2.7257 3.9899 0.45 -0.26 -0.16 0.22
H -4.1555 4.9739 3.5455 -0.16 0.36 -0.23 0.30
H -0.8731 3.3568 4.2090 0.60 -0.30 -0.61 0.19
C 2.9215 -2.4003 0.7901 0.80 -1.04 -1.36 0.08
C 1.6230 -2.9415 0.2721 -1.76 -0.14 -0.11 -0.54
O 0.3961 -2.3387 0.7817 1.58 0.67 -0.37 0.37
O 3.0429 -2.5087 2.1741 -0.29 0.36 0.89 -0.55
H 3.3079 -1.4621 0.3919 -0.78 0.52 0.02 -0.13
H 3.6070 -3.1290 0.3575 0.37 -0.17 -0.39 0.51
H 1.5452 -4.0074 0.4864 0.18 -0.04 0.79 0.44
H 1.4963 -2.9966 -0.8091 0.73 0.85 -0.14 0.08
H -0.1382 -3.0784 1.0799 -1.33 -0.53 0.89 -0.38
H 3.9651 -2.3178 2.3604 0.00 -0.02 0.31 0.32
C -2.6945 0.1600 -0.3813 0.14 -2.10 0.83 -0.64
C -2.6301 1.2116 0.7119 -0.70 1.69 -0.21 -0.41
O -1.3260 1.3380 1.3088 -1.07 0.09 -0.85 0.05
O -2.1465 -1.0957 0.1554 0.40 1.49 0.15 0.15
H -2.1133 0.3065 -1.2917 -0.22 0.88 0.17 0.08
H -3.7087 -0.1769 -0.5958 -0.26 1.15 -0.37 0.54
H -3.4145 1.1639 1.4672 0.17 -1.32 0.43 0.36
H -2.9113 2.2078 0.3705 0.37 0.11 -1.04 0.48
H -1.3999 2.0172 1.9832 0.23 0.07 0.55 -0.02
H -2.8362 -1.7601 0.0888 0.41 -0.76 0.06 -0.22
C -1.5775 -1.0450 -3.9502 0.95 -0.40 2.23 1.30
C -2.5547 -1.1484 -5.0374 -1.32 0.88 -2.06 -0.69
O -2.4789 -0.1061 -5.9758 0.30 1.65 -0.39 -0.53
O -0.7271 0.0554 -3.9004 0.92 0.67 -1.28 -0.58
H -1.1095 -2.0145 -4.1210 1.17 -0.04 1.07 -0.05
H -1.9637 -0.9664 -2.9340 -1.18 -1.26 -0.18 -0.63
H -3.5648 -1.1158 -4.6290 -0.16 -0.94 -0.03 0.35
H -2.2337 -1.9930 -5.6470 -1.02 -0.83 0.45 0.35
H -3.2832 -0.0691 -6.4986 0.02 -0.12 0.10 0.30
H -0.4099 0.0725 -2.9945 0.49 0.35 0.17 0.17
C 0.7052 0.5634 3.7066 -2.99 -1.01 -0.51 0.16
C -0.2729 -0.6265 3.9729 0.89 -0.33 1.63 -0.80
O -1.2560 -0.8333 2.9483 0.86 1.50 0.67 -0.40
O 1.1650 0.2899 2.3939 0.62 0.33 0.84 -0.34
H 1.4058 0.6976 4.5307 0.61 -0.67 -0.45 0.53
H 0.1992 1.5268 3.6444 -0.42 -0.12 0.22 -0.29
H -0.6066 -0.5629 5.0086 -1.21 0.61 -0.12 0.58
H 0.2764 -1.5599 4.0965 0.65 -0.02 -0.74 0.35
H -1.9910 -1.3777 3.2398 0.13 -0.72 -0.10 0.18
H 2.1113 0.4218 2.4875 1.22 -0.04 -1.00 0.11
C 2.9672 3.6136 -1.7592 -0.39 1.63 1.12 -0.35
C 3.7343 4.7928 -1.0816 -0.27 -0.22 -2.33 -0.37
O 2.7739 5.8079 -0.8246 -0.23 -0.45 0.67 -0.52
O 1.8381 3.4347 -0.8754 1.31 -0.42 -0.96 -0.45
H 3.6196 2.7520 -1.9004 0.09 -0.36 0.64 0.24
H 2.6271 3.8191 -2.7742 -0.14 0.58 -0.03 0.47
H 4.4344 5.2169 -1.8014 0.40 -0.22 -0.15 0.37
H 4.3371 4.3513 -0.2880 -0.40 0.50 0.83 0.12
H 3.1468 6.6597 -0.5860 0.48 -0.23 -0.03 0.30
H 1.5196 2.5669 -1.1344 -0.71 -0.47 0.40 0.08
C -4.6721 -3.7892 -0.5927 1.03 0.14 -1.73 -0.31
C -5.9052 -3.9926 -1.5368 0.73 -0.77 1.04 -0.39
O -6.9705 -3.1195 -1.3676 -0.77 0.68 0.29 -0.53
O -3.5791 -3.1542 -1.3632 -0.98 0.12 0.59 -0.40
H -4.2399 -4.7356 -0.2677 -0.42 -0.13 0.26 0.30
H -4.7974 -3.1535 0.2838 -0.52 -0.11 -0.13 0.26
H -6.3139 -4.9839 -1.3406 -0.08 -0.04 0.14 0.35
H -5.5902 -4.0227 -2.5799 0.41 0.13 -0.12 0.25
H -6.7625 -2.2340 -1.6745 0.21 -0.01 -0.07 0.29
H -3.3831 -3.7829 -2.0618 0.31 0.10 -0.07 0.22
C 5.1732 1.3845 0.7108 0.62 -1.02 1.15 -0.08
C 4.1554 1.9979 1.6226 0.55 0.87 1.62 -0.39
O 3.6524 1.1571 2.7062 -0.64 -0.39 -1.28 -0.48
O 6.2340 0.7929 1.4987 -0.25 0.43 0.23 -0.58
H 5.5984 2.2132 0.1446 -0.13 -0.22 -0.53 0.21
H 4.6947 0.5968 0.1288 0.04 0.26 -0.47 0.13
H 3.4259 2.4885 0.9782 -0.87 -0.54 0.43 0.29
H 4.5630 2.7799 2.2633 0.67 0.62 -0.83 0.38
H 4.3843 1.0474 3.3177 0.12 -0.16 -0.09 0.27
H 6.5199 -0.0606 1.1651 -0.20 0.12 -0.29 0.32
C 2.3223 -2.3195 -3.1930 -0.84 1.00 -1.23 -0.15
C 2.6452 -1.6343 -4.5258 1.66 -0.39 0.01 -0.69
O 2.9920 -2.5600 -5.5977 -0.86 0.77 0.58 -0.55
O 3.5142 -2.8612 -2.6179 -0.87 0.24 0.07 -0.54
H 1.4741 -3.0020 -3.2462 0.43 -0.91 -0.60 0.47
H 1.7806 -1.5675 -2.6192 0.94 0.58 0.80 0.01
H 3.5764 -1.0825 -4.3977 0.38 0.03 0.87 0.34
H 2.0417 -0.8040 -4.8923 -1.26 -0.60 0.30 0.47
H 3.2281 -1.8879 -6.2413 0.25 -0.62 -0.80 0.31
H 3.3395 -3.7891 -2.4446 0.16 -0.06 -0.04 0.36

=====

Record 5
95
Properties=species:S:1:pos:R:3:forces:R:3:mulliken_charge:R:1 method="wB97M-V/def2-TZVPD" s2=6.034 homo_energy_ev="-11.4 / -13.9" orbital_gap_ha="0.2401 / 0.1987" charge=+2 multiplicity=5
Ir -0.1342 0.8305 0.7126 -0.31 -0.32 0.01 2.53
C -0.5096 3.6896 2.4792 0.00 -0.02 0.02 -1.34
Si -0.1904 3.2027 0.6958 -0.03 0.55 0.04 1.16
C 1.4572 3.9169 0.1499 0.13 -0.19 0.01 0.81
C 1.7599 5.2746 0.0231 -0.05 0.06 0.00 -0.74
C 3.0261 5.6863 -0.3592 0.02 -0.02 -0.01 -0.95
C 4.0239 4.7511 -0.6208 -0.03 -0.01 0.00 -0.84
C 3.7546 3.4010 -0.4860 0.02 0.05 0.00 -0.64
C 2.4783 2.9973 -0.0981 -0.12 0.02 0.01 0.47
P 2.0893 1.2578 0.1806 0.23 0.04 -0.07 0.18
C 2.5996 0.3979 -1.3276 -0.02 -0.05 0.01 0.82
C 3.1900 -0.8661 -1.2936 0.02 -0.02 -0.02 -0.89
C 3.5707 -1.4880 -2.4731 0.00 -0.01 -0.01 -0.75
C 3.3652 -0.8559 -3.6931 0.01 -0.03 0.02 -0.66
C 2.7740 0.3980 -3.7324 -0.02 0.03 0.01 -0.84
C 2.3885 1.0231 -2.5558 -0.03 0.02 -0.04 -0.93
C 3.1513 0.6788 1.5246 0.04 0.02 -0.03 1.04
C 2.6164 0.5569 2.8048 0.01 -0.03 0.02 -0.49
C 3.4302 0.2149 3.8747 0.00 0.00 0.00 -0.91
C 4.7837 -0.0068 3.6692 0.00 0.00 -0.01 -0.68
C 5.3253 0.1126 2.3947 0.00 0.00 0.01 -0.82
C 4.5159 0.4566 1.3249 0.01 -0.02 0.00 -0.30
C -1.6055 3.8749 -0.3617 -0.14 -0.15 -0.03 0.97
C -1.8110 5.1962 -0.7613 0.02 0.02 0.02 -0.85
C -2.9706 5.5590 -1.4303 -0.06 -0.04 -0.02 -0.79
C -3.9606 4.6189 -1.7121 0.04 0.03 0.01 -0.87
C -3.7819 3.2983 -1.3395 0.03 0.03 0.01 -0.70
C -2.6037 2.9470 -0.6835 0.11 -0.01 0.09 0.19
P -2.1954 1.2623 -0.2589 0.38 -0.11 0.08 0.49
C -1.6192 0.3831 -1.7268 -0.10 0.06 -0.10 0.22
C -1.3414 1.0687 -2.9140 -0.03 -0.01 0.03 -0.90
C -0.7907 0.3890 -3.9848 0.01 0.01 -0.01 -0.81
C -0.4936 -0.9661 -3.8770 0.00 -0.01 0.00 -0.81
C -0.7573 -1.6497 -2.6995 0.01 -0.02 0.00 -0.71
C -1.3222 -0.9813 -1.6230 0.03 0.02 0.01 -0.26
C -3.5793 0.3832 0.4719 -0.12 0.04 -0.10 0.61
C -4.3938 -0.4593 -0.2848 0.05 -0.05 0.00 -0.10
C -5.4764 -1.0852 0.3159 -0.01 0.01 0.02 -0.82
C -5.7509 -0.8635 1.6594 -0.02 -0.01 -0.02 -0.56
C -4.9451 -0.0183 2.4126 0.02 0.00 0.00 -0.73
C -3.8572 0.6031 1.8222 0.01 0.00 0.01 -0.41
H -0.5081 4.7807 2.5606 0.00 -0.02 -0.01 0.38
H 0.2690 3.3141 3.1475 -0.01 0.00 -0.01 0.43
H -1.4782 3.3353 2.8384 0.02 0.01 -0.01 0.36
H 1.0090 6.0282 0.2307 0.02 -0.02 0.01 0.41
H 3.2432 6.7422 -0.4545 -0.01 -0.01 0.00 0.45
H 5.0092 5.0799 -0.9237 -0.01 -0.01 0.01 0.46
H 4.5327 2.6738 -0.6841 0.00 0.00 0.00 0.36
H 3.4031 -1.3437 -0.3453 -0.02 0.00 0.00 0.54
H 4.0563 -2.4555 -2.4396 -0.01 0.01 0.00 0.51
H 3.6818 -1.3349 -4.6106 0.00 0.00 0.01 0.47
H 2.6264 0.8994 -4.6803 0.00 0.00 0.01 0.50
H 1.9429 2.0109 -2.5941 0.01 -0.01 0.01 0.44
H 1.5580 0.7202 2.9785 -0.01 0.01 -0.01 0.23
H 3.0067 0.1212 4.8659 0.01 0.01 -0.01 0.47
H 5.4205 -0.2732 4.5024 -0.01 0.00 -0.01 0.43
H 6.3814 -0.0608 2.2348 -0.01 0.01 0.00 0.47
H 4.9487 0.5399 0.3353 0.00 0.02 0.02 0.35
H -1.0734 5.9597 -0.5477 -0.01 -0.02 0.01 0.24
H -3.1153 6.5892 -1.7287 0.00 -0.01 0.00 0.46
H -4.8644 4.9206 -2.2242 0.01 0.00 0.01 0.44
H -4.5417 2.5567 -1.5564 0.00 0.00 0.00 0.51
H -1.5713 2.1243 -2.9955 0.01 -0.01 -0.01 0.41
H -0.5944 0.9157 -4.9098 0.00 -0.02 0.01 0.50
H -0.0619 -1.4908 -4.7195 0.00 0.01 0.01 0.43
H -0.5396 -2.7081 -2.6241 0.00 0.02 0.00 0.50
H -1.5489 -1.5172 -0.7086 -0.02 -0.02 -0.01 0.54
H -4.1818 -0.6313 -1.3337 -0.02 0.02 0.02 0.49
H -6.1139 -1.7360 -0.2679 0.01 0.01 0.00 0.49
H -6.6031 -1.3457 2.1204 0.01 0.00 0.00 0.45
H -5.1661 0.1559 3.4572 0.00 0.00 -0.01 0.47
H -3.2243 1.2604 2.4091 -0.01 0.00 0.00 0.33
C -1.7762 -7.5569 1.0506 -0.03 0.05 -0.01 -1.59
C -1.1782 -6.1825 0.9733 -0.08 -0.15 0.03 0.01
C -1.7962 -5.0753 1.5998 -0.08 0.13 0.13 -0.56
C -1.2859 -3.7396 1.6211 -0.03 -0.10 0.00 0.87
C -2.0760 -2.7175 2.3674 -0.07 0.00 0.00 -1.29
C -0.0795 -3.4666 0.9560 -0.03 0.00 0.02 1.19
C 0.5308 -2.1954 0.9106 0.09 0.08 0.07 0.12
O 0.0373 -1.1209 1.4614 -0.11 0.01 -0.06 -0.90
C 0.5558 -4.5948 0.2899 0.03 -0.01 -0.03 0.59
C 1.8225 -4.4005 -0.4483 0.07 0.06 0.03 -1.30
C -0.0108 -5.9034 0.3314 0.15 0.06 -0.10 -0.57
H -2.8521 -7.5082 1.2147 0.01 -0.01 0.00 0.40
H -1.3403 -8.1251 1.8743 -0.01 0.01 0.02 0.32
H -1.5990 -8.1162 0.1334 0.02 0.01 0.00 0.40
H -2.7349 -5.2416 2.1205 0.02 0.00 -0.01 0.43
H -2.8764 -3.1856 2.9386 0.01 0.01 -0.01 0.54
H -2.5260 -1.9963 1.6776 0.00 0.02 -0.01 0.11
H -1.4397 -2.1355 3.0314 0.01 -0.02 0.03 0.23
H 1.4917 -2.0937 0.4177 0.04 -0.03 -0.06 -0.24
H 2.6137 -4.0771 0.2411 0.00 -0.01 -0.01 0.37
H 1.7240 -3.5926 -1.1827 0.00 0.00 -0.02 0.10
H 2.1493 -5.3079 -0.9496 -0.01 0.01 0.01 0.40
H 0.5333 -6.6883 -0.1820 -0.04 -0.02 0.01 0.47

=====

Among the records above, which one has the highest charge? C47H43IrOP2Si